1.
The following is a quantum chemistry calculation of a 2-piece molecular cluster, C5H8FN2 overall in a non-equilibrium geometry, from the Open Molecules 2025 dataset.

* gap between HOMO and LUMO: 11.1 eV
* LUMO level: -0.1331 hartree
* energy above the lowest of the compared OMol25 structures with the same formula, charge and spin: 112.3 kcal/mol
* maximum force: 4.8 eV/Å

The geometry in ORCA input format:
```
! RIJCOSX wB97M-V def2-TZVPD def2/J DEFGRID3
* xyz 1 1
C -1.875 0.248 1.012
C 1.239 0.443 0.552
C -1.883 1.253 0.356
C -0.335 -0.110 -1.306
C 1.571 -0.849 1.210
N 0.537 0.209 -0.640
N -0.991 -0.556 -2.307
F -1.776 2.051 -0.645
H -1.776 -0.364 1.863
H 0.761 1.265 1.127
H 2.230 0.882 0.053
H 0.597 -1.196 1.658
H 2.109 -1.536 0.535
H 2.275 -0.477 2.095
H -1.506 0.201 -2.868
H -1.177 -1.465 -2.697
*
```

---

2.
The following is a quantum chemistry calculation of a 2-piece molecular cluster, C5H8FNO overall in a non-equilibrium geometry, from the Open Molecules 2025 dataset.

* gap between HOMO and LUMO: 9.8 eV
* LUMO level: 0.0171 hartree
* energy above the lowest of the compared OMol25 structures with the same formula, charge and spin: 147.6 kcal/mol
* maximum force: 5.2 eV/Å

The geometry in ORCA input format:
```
! RIJCOSX wB97M-V def2-TZVPD def2/J DEFGRID3
* xyz 0 1
C -1.258 2.064 -1.251
C -1.105 0.897 -0.016
C 0.731 -0.922 0.607
C 0.834 -2.098 -0.235
C 0.961 -0.659 1.907
H -2.355 2.414 -1.097
H -0.386 2.896 -1.314
H -1.296 1.757 -2.549
H 0.982 0.784 -0.668
H 0.840 -1.913 -1.708
H 1.864 -2.723 0.287
H -0.214 -2.737 0.127
H 1.533 -1.443 2.630
N 0.182 0.319 -0.041
O -1.932 0.798 0.903
F 0.618 0.567 2.417
*
```

---

3.
The following is a quantum chemistry calculation of a 2-piece molecular cluster, C5H8FNO overall in a non-equilibrium geometry, from the Open Molecules 2025 dataset.

* gap between HOMO and LUMO: 10.6 eV
* LUMO level: 0.0142 hartree
* energy above the lowest of the compared OMol25 structures with the same formula, charge and spin: 73.0 kcal/mol
* maximum force: 6.2 eV/Å

The geometry in ORCA input format:
```
! RIJCOSX wB97M-V def2-TZVPD def2/J DEFGRID3
* xyz 0 1
C -0.452 -1.845 -1.292
C -1.715 -1.938 -0.856
F -2.105 -1.054 0.125
C -2.736 -2.900 -1.187
N -3.556 -3.704 -1.309
H 0.058 -2.690 -1.855
H 0.041 -1.036 -1.041
C 1.426 2.405 1.242
C 1.367 1.153 0.332
O 0.172 0.425 0.519
H 2.400 2.771 1.518
H 0.872 3.262 0.760
H 0.869 2.245 2.136
H 2.192 0.485 0.545
H 1.591 1.368 -0.696
H -0.424 1.052 1.059
*
```